Entry from the Open Molecules 2025 dataset: one molecule with the formula C23H25BrN4O2S2 in a non-equilibrium geometry (the ωB97M-V functional and the def2-TZVPD basis).

XYZ file:
```
57
Properties=species:S:1:pos:R:3:forces:R:3
C 1.0329 3.9692 0.5487 -0.1 0.1 0.1
C 2.0015 3.4175 -0.1566 0.1 -0.1 -0.1
C 1.9057 2.1352 -0.9333 0.4 0.3 0.0
N 0.7100 1.3868 -0.6527 -0.7 -0.3 0.0
C 0.4883 0.3778 0.2504 -0.1 0.1 0.0
N -0.7587 0.0004 0.2015 0.5 -0.6 0.8
N -1.3939 0.7561 -0.7062 0.0 0.8 -0.3
C -0.5118 1.5785 -1.2142 -0.1 0.0 0.1
S -0.8766 2.6989 -2.4779 -0.1 0.3 -0.3
C -2.6150 2.1819 -2.6285 0.6 0.2 0.1
C -2.6942 0.6607 -2.7191 -0.2 0.0 -0.5
O -1.9257 0.0275 -3.4029 -0.2 0.1 0.0
C -3.8303 0.0259 -2.0038 -0.4 -0.4 0.0
C -3.6657 -1.2870 -1.5667 0.0 0.2 -0.1
C -4.6788 -1.9395 -0.8944 -0.1 0.0 0.0
C -5.8752 -1.2754 -0.6787 -0.2 0.1 0.0
C -6.0709 0.0209 -1.1252 -0.2 -0.2 0.1
C -5.0435 0.6720 -1.7825 0.3 -0.1 -0.1
H -5.2088 1.6761 -2.1426 0.0 0.1 0.0
H -7.0156 0.5155 -0.9581 -0.1 0.0 0.0
Br -7.2841 -2.1619 0.2417 0.1 0.1 -0.1
H -4.5464 -2.9509 -0.5421 0.0 -0.1 0.0
H -2.7220 -1.7764 -1.7472 0.1 0.0 0.0
H -3.1522 2.5688 -1.7653 -0.1 -0.1 -0.1
H -2.9847 2.6335 -3.5498 0.0 0.0 0.0
C 1.5446 -0.2714 1.0841 0.1 -0.1 0.1
N 2.1490 -1.3436 0.3085 0.0 -0.1 0.1
C 3.3224 -1.1982 -0.3469 -0.2 0.1 0.1
O 3.9580 -0.1544 -0.3324 0.2 0.1 0.0
C 3.8025 -2.3801 -1.0698 0.2 -0.6 -0.4
C 4.9696 -2.4519 -1.7815 -0.4 0.2 0.3
C 5.1800 -3.7133 -2.3683 0.0 -0.2 -0.1
C 4.1738 -4.5873 -2.0987 -0.3 0.1 0.2
S 2.9485 -3.8910 -1.1241 0.5 0.2 -0.2
H 4.0734 -5.6069 -2.4147 0.0 -0.2 -0.1
H 6.0395 -3.9615 -2.9642 0.1 -0.1 -0.1
H 5.6400 -1.6164 -1.8669 0.1 0.2 0.0
H 1.6060 -2.1864 0.2013 0.0 0.0 0.0
C 0.9683 -0.8391 2.3858 0.2 0.3 0.1
H -0.0366 -1.2124 2.1832 0.0 -0.1 0.1
H 1.5973 -1.6777 2.6932 0.0 0.0 0.0
C 0.9176 0.1739 3.5341 -0.3 -0.1 0.0
C 0.3854 -0.5152 4.7893 0.2 0.1 -0.2
H 0.3833 0.1740 5.6302 0.0 0.0 0.1
H -0.6329 -0.8597 4.6251 -0.2 -0.1 0.0
H 1.0016 -1.3722 5.0513 0.0 -0.1 0.1
C 0.0492 1.3793 3.1883 0.2 -0.1 0.1
H -0.0727 2.0180 4.0604 0.0 0.1 0.1
H -0.9336 1.0534 2.8554 -0.1 0.0 -0.1
H 0.5049 1.9719 2.3992 0.0 0.1 -0.1
H 1.9375 0.5234 3.7343 0.0 0.0 0.0
H 2.3481 0.4440 1.2939 -0.1 -0.1 0.0
H 1.9125 2.3671 -2.0056 0.1 -0.1 0.1
H 2.7778 1.5067 -0.7192 -0.2 0.1 -0.1
H 2.9717 3.8881 -0.2272 0.1 0.2 0.0
H 1.1786 4.8940 1.0783 0.1 0.2 0.1
H 0.0503 3.5328 0.6290 -0.2 -0.2 0.0
```
Forces are in eV/Å.

The net charge is 0. The largest force on an atom is 1.17 eV/A. The value obtained for the total energy is -4631.33421 a.u. As for the frontier orbital gap: 0.3251 Ha. The calculation puts the highest occupied orbital energy at -8.6 eV. The LUMO energy comes out at 0.29 eV.

Results of the natural (NBO) charge analysis, in e, for atoms 1 through 6: -0.40 -0.19 -0.29 -0.38 0.39 -0.31